1.
Molecular formula: C56H51FN6O5P2Ti
Method: DFT, the ωB97M-V functional and the def2-TZVPD basis

The calculation puts the HOMO-LUMO gap (spin up / spin down) at 4.7518 / 4.7507 eV. The largest force on an atom comes out at 3.05 eV Å⁻¹. As for the multiplicity: 3. Its expectation value of S² is 2.034. For the total energy, the calculation gives -122485.7425 eV. Its total charge is -2. The lowest unoccupied orbital energy (spin up / spin down) comes out at 0.1389 / 0.1388 Eh.

XYZ file:
```
122
Properties=species:S:1:pos:R:3:forces:R:3:mulliken_spin:R:1
Ti -1.22138 1.74671 1.00833 0.050 -2.952 -0.770 0.92
O -2.01260 3.33768 0.48177 -1.009 1.928 -0.890 0.03
C -1.74888 4.51492 0.87010 0.080 0.719 0.814 0.08
C -1.48480 6.57414 -0.56741 0.168 -0.128 -0.035 0.01
C -0.46306 7.31849 0.24711 -0.121 -0.074 -0.006 0.46
C -0.01483 7.02594 1.50726 0.010 0.032 0.018 -0.19
C -0.25394 5.91039 2.33806 -0.017 0.009 -0.010 0.55
C -0.92431 4.69243 2.02787 -0.045 -0.003 -0.177 -0.07
C -1.03089 3.68357 3.02612 -0.523 0.302 0.131 -0.02
N -1.56621 2.51066 2.82230 -0.277 0.216 1.039 0.03
N -1.92969 1.83981 3.97767 0.166 0.205 0.372 -0.02
C -2.37755 0.64359 3.89202 0.115 0.022 -0.192 0.04
O -2.59333 -0.11418 2.82236 -0.230 0.112 -0.206 0.02
C -2.72451 -0.05500 5.15949 -0.023 0.005 0.219 0.01
C -3.29424 -1.32242 5.12256 -0.068 -0.139 -0.063 0.00
C -3.67412 -1.96464 6.29543 0.018 -0.037 -0.039 0.00
C -3.48991 -1.34938 7.52262 0.051 0.073 -0.016 0.00
C -2.90523 -0.08766 7.56779 0.029 0.009 -0.003 0.00
C -2.52181 0.55110 6.40033 0.018 0.044 -0.058 0.00
H -2.10245 7.33425 -1.05631 -0.125 0.093 0.117 -0.01
H -0.09879 8.24106 -0.19528 0.078 -0.033 -0.030 0.01
H 0.64884 7.76691 1.94789 -0.011 -0.011 -0.005 -0.01
H 0.21280 5.94468 3.31856 -0.006 -0.024 -0.040 0.04
H -0.80427 3.94564 4.05768 0.078 0.065 0.003 -0.01
H -3.44072 -1.79559 4.16020 -0.013 0.012 0.060 0.00
H -4.11560 -2.95312 6.24786 -0.006 0.014 -0.025 0.00
H -3.79306 -1.84471 8.43743 0.010 -0.004 -0.011 0.00
H -2.74354 0.39891 8.52231 -0.006 0.010 -0.006 0.00
H -2.06505 1.53109 6.41911 -0.007 -0.001 0.018 0.00
F 0.77630 -4.87652 -1.68228 -0.068 -0.246 -0.200 0.00
C 1.46030 -4.11246 -0.80999 0.108 0.118 0.039 0.00
C 0.80931 -3.04741 -0.28260 -0.082 0.197 -0.036 0.00
C 1.40730 -2.24086 0.70015 0.326 -0.133 0.067 0.00
C 0.81182 -0.99803 1.13788 0.211 0.117 0.205 -0.03
O -0.27949 -0.58597 0.70577 -0.346 -0.182 0.111 0.00
C 1.58164 -0.24899 2.10106 -0.150 0.134 -0.103 0.02
C 2.70922 -0.77124 2.62612 0.048 -0.010 0.114 0.00
N 3.22826 -1.95903 2.24869 0.194 -0.191 0.079 0.00
C 4.36182 -2.48246 2.97119 0.079 0.069 -0.139 0.00
C 4.23490 -2.64183 4.45738 -0.065 0.051 0.120 0.00
C 4.25898 -3.84906 3.56731 -0.066 -0.100 0.071 0.00
C 2.65673 -2.65705 1.18669 -0.174 0.047 0.005 0.00
C 3.32965 -3.73014 0.60922 -0.003 -0.129 0.148 0.00
C 2.78706 -4.48380 -0.43530 -0.024 0.080 0.020 0.00
N 3.45307 -5.54508 -0.96391 0.006 -0.161 -0.057 0.00
C 4.43756 -6.23471 -0.13140 0.143 0.085 -0.058 0.00
C 5.88325 -5.75186 -0.22379 0.007 0.135 0.021 0.00
N 5.83993 -6.06465 -3.25368 -0.050 0.054 0.147 0.00
C 4.63229 -5.29978 -3.24205 0.228 -0.235 0.045 0.00
C 3.43102 -5.84762 -2.40610 -0.026 0.051 -0.044 0.00
C 1.19938 1.14272 2.49721 0.259 0.012 0.127 0.02
O 1.52204 1.58766 3.58610 0.060 0.095 -0.082 0.00
O 0.58205 1.80545 1.56749 1.300 -0.058 0.212 -0.04
H -0.19648 -2.82208 -0.61040 0.055 0.019 -0.041 0.00
H 3.26313 -0.23208 3.38349 -0.086 0.007 0.053 0.00
H 5.32898 -2.17602 2.59010 0.013 -0.029 -0.077 0.00
H 3.28847 -2.36400 4.90336 0.013 -0.015 -0.047 0.00
H 5.10011 -2.42427 5.06853 0.022 0.021 -0.056 0.00
H 3.32883 -4.37956 3.41225 0.007 0.058 -0.002 0.00
H 5.13994 -4.47587 3.55394 0.020 0.035 -0.040 0.00
H 4.31832 -3.97573 0.95798 -0.004 0.019 -0.031 0.00
H 4.40897 -7.28289 -0.43762 0.017 -0.037 -0.045 0.00
H 4.07732 -6.18429 0.90258 -0.049 -0.048 -0.037 0.00
H 6.51642 -6.37989 0.41526 -0.046 0.038 -0.017 0.00
H 5.99047 -4.71159 0.10156 0.015 -0.061 0.021 0.00
H 5.65696 -6.92474 -3.77163 -0.051 -0.003 -0.099 0.00
H 6.21421 -5.84131 -1.27386 -0.010 -0.069 0.003 0.00
H 4.17992 -5.13638 -4.25035 -0.020 0.122 0.054 0.00
H 4.84105 -4.29442 -2.83096 -0.063 0.005 -0.119 0.00
H 3.41832 -6.93464 -2.52990 -0.035 -0.038 0.071 0.00
H 2.51088 -5.44329 -2.82340 -0.066 -0.004 0.078 0.00
N -1.61267 1.73189 -2.62460 -0.300 -0.304 0.540 -0.02
P -3.12096 2.40235 -2.13032 -0.254 0.229 -0.352 0.03
C -4.19047 1.94595 -3.59246 0.153 -0.132 -0.004 0.00
C -4.04950 2.52602 -4.85181 -0.052 0.017 -0.035 0.00
C -4.83755 2.11050 -5.91822 0.020 -0.005 0.045 0.00
C -5.79393 1.11650 -5.73328 0.013 0.012 0.041 0.00
C -5.95367 0.53756 -4.48124 0.064 0.044 0.034 0.00
C -5.15135 0.95026 -3.42035 0.037 0.037 -0.098 0.00
C -2.86195 4.18003 -2.25155 0.028 -0.092 0.346 -0.01
C -3.92417 4.80767 -1.47124 0.277 0.027 0.159 0.00
C -3.78707 5.51948 -0.33693 0.154 -0.236 -0.038 0.02
C -2.46080 5.75337 0.34356 -0.072 -0.028 -0.358 0.06
C -0.87529 5.68235 -1.62353 0.006 -0.089 0.000 0.00
C -1.50738 4.64580 -2.24851 -0.220 0.231 -0.149 0.02
P -0.89684 0.66391 -1.48655 0.481 1.142 -2.015 0.15
C -0.94856 -0.85000 -2.53726 -0.226 -0.182 0.385 0.01
C -0.24298 -0.93903 -3.73673 -0.043 -0.076 0.042 0.00
C -0.44985 -2.00995 -4.59507 -0.009 0.030 0.039 0.00
C -1.37566 -2.99553 -4.27446 0.033 0.026 -0.010 0.00
C -2.09954 -2.90328 -3.09572 0.002 0.005 0.007 0.00
C -1.88755 -1.83424 -2.23482 0.041 0.032 0.068 0.00
C 0.88440 1.16537 -1.64666 0.059 -0.305 0.217 -0.03
C 1.19023 2.50894 -1.42239 -0.094 -0.014 -0.118 0.04
C 2.50501 2.93432 -1.32619 0.033 -0.008 0.022 0.00
C 3.54445 2.01844 -1.42802 -0.014 -0.020 -0.027 0.00
C 3.25967 0.68040 -1.66156 -0.016 -0.024 0.004 0.00
C 1.93878 0.25993 -1.77484 -0.067 -0.018 0.084 0.01
H -1.39119 1.71175 -3.60938 0.260 -0.045 -0.041 0.00
H -3.32033 3.32268 -4.97480 -0.052 -0.002 0.018 0.00
H -4.71244 2.56045 -6.89757 0.006 0.007 0.030 0.00
H -6.41551 0.79816 -6.56321 0.020 0.006 0.017 0.00
H -6.70073 -0.23466 -4.33361 0.018 0.012 0.013 0.00
H -5.25913 0.50074 -2.43722 -0.024 0.000 -0.046 0.00
H -4.94126 4.61507 -1.82348 -0.016 0.045 0.111 0.00
H -4.65668 5.96822 0.13705 0.028 -0.009 -0.054 0.00
H -2.62821 6.36515 1.23215 -0.075 0.028 0.043 -0.01
H 0.16364 5.88040 -1.87214 -0.005 -0.083 0.022 -0.01
H -0.85892 4.07990 -2.91110 0.080 -0.067 0.033 0.01
H 0.47466 -0.17026 -3.99669 0.014 -0.017 -0.013 0.00
H 0.11661 -2.07716 -5.51583 0.001 -0.001 0.010 0.00
H -1.52746 -3.83450 -4.94293 0.006 0.017 0.017 0.00
H -2.82502 -3.66793 -2.84498 0.009 0.024 0.017 0.00
H -2.45011 -1.75618 -1.30923 0.016 -0.020 -0.032 0.00
H 0.39131 3.23470 -1.32824 -0.033 0.047 0.064 -0.03
H 2.71381 3.98259 -1.14580 -0.030 -0.026 0.008 0.00
H 4.57223 2.34558 -1.32086 -0.011 -0.003 -0.029 0.00
H 4.06187 -0.04505 -1.74951 -0.048 0.032 -0.007 0.00
H 1.73325 -0.78769 -1.96017 0.021 -0.028 0.082 0.00
C -2.89211 0.56662 1.53671 -0.092 -0.355 0.045 -0.07
H -3.09380 -0.25086 0.84565 -0.058 -0.174 0.110 0.00
H -3.81639 1.13380 1.67260 -0.101 0.025 0.064 -0.01
```
Forces are in eV/Å.

2.
Molecular formula: C41H59N11P2Y
Method: DFT, the ωB97M-V functional and the def2-TZVPD basis

The calculation puts the HOMO-LUMO gap at 7.0300 eV. The largest force on an atom comes out at 0.76 eV Å⁻¹. For the energy above the lowest of the compared OMol25 structures with the same formula, charge and spin, the calculation gives 0.044 eV. For the total energy, the calculation gives -79463.4070 eV. Its total charge is +3. The lowest unoccupied orbital energy comes out at -0.2863 Eh.

XYZ file:
```
114
Properties=species:S:1:pos:R:3:forces:R:3:lowdin_charge:R:1
Y 0.29702 0.33367 -0.02051 0.543 0.141 -0.513 1.42
C 3.42780 -1.46605 0.58241 -0.082 0.005 0.105 -0.28
C 2.38066 -2.37576 -0.07682 -0.056 0.033 -0.064 -0.11
N 1.36057 -1.66211 -0.92246 0.027 -0.091 0.001 -0.13
C 1.81929 -1.48174 -2.34264 -0.012 -0.010 0.141 -0.16
C 1.02151 -0.38090 -3.00685 -0.057 -0.089 0.003 -0.19
N 1.17040 0.88056 -2.24339 -0.085 0.021 0.082 -0.16
C 2.38425 1.65688 -2.65314 -0.082 -0.053 -0.045 -0.16
C 2.87817 2.64922 -1.60839 0.130 -0.010 -0.028 -0.16
C 1.81934 3.33232 -0.75809 -0.043 -0.039 0.105 -0.16
N 1.35755 2.50040 0.40803 -0.024 0.027 0.004 -0.15
C 2.39916 2.39028 1.47038 -0.018 -0.016 -0.013 -0.17
C 1.98646 1.34881 2.49139 0.001 -0.032 -0.042 -0.17
N 1.79513 0.00698 1.86472 -0.220 0.037 0.084 -0.15
C 2.99928 -0.88141 1.92214 -0.042 0.071 -0.059 -0.12
H 3.14362 0.37434 -0.32094 -0.038 -0.053 0.019 0.06
H 4.29892 -2.07730 0.79010 -0.009 -0.063 -0.005 0.12
H 1.83668 -2.91446 0.70209 0.019 -0.015 0.022 0.12
H 2.88305 -3.11537 -0.70198 0.017 0.004 -0.019 0.13
H 0.57855 -2.31562 -0.98431 0.005 0.001 0.024 0.09
H 1.72153 -2.42348 -2.88464 -0.014 0.013 -0.035 0.15
H 2.87233 -1.22178 -2.32346 0.075 0.017 0.003 0.10
H -0.04445 -0.64105 -3.02942 -0.010 0.000 -0.014 0.11
H 1.33777 -0.25757 -4.04504 -0.010 0.003 -0.017 0.15
H 0.37000 1.45419 -2.50514 0.035 0.019 0.013 0.03
H 2.14128 2.16701 -3.58814 0.029 -0.006 -0.008 0.14
H 3.19157 0.95512 -2.86422 0.015 -0.017 0.032 0.11
H 3.43636 3.42069 -2.14127 -0.051 0.031 0.000 0.14
H 3.64946 2.16769 -0.99885 -0.019 0.017 0.040 0.07
H 0.92901 3.58628 -1.33999 0.013 -0.009 -0.023 0.13
H 2.20962 4.27235 -0.36395 0.037 0.006 -0.007 0.14
H 0.59723 3.04402 0.82092 0.020 0.019 0.004 0.10
H 2.55349 3.35857 1.95105 0.010 -0.001 0.017 0.15
H 3.34614 2.11016 1.00936 0.007 -0.020 -0.006 0.12
H 1.03693 1.63007 2.96157 -0.003 0.030 -0.022 0.13
H 2.72334 1.29461 3.29412 0.002 0.021 0.020 0.14
H 1.11910 -0.46567 2.48572 -0.043 -0.043 0.151 0.03
H 2.78046 -1.69110 2.61992 0.035 -0.027 -0.003 0.13
H 3.83974 -0.31493 2.32506 -0.002 0.018 0.004 0.14
C -3.13153 -1.30443 -1.84989 0.021 -0.067 0.016 -0.13
N -3.07284 -0.18921 -0.87687 -0.190 -0.058 -0.092 -0.48
P -2.43933 -0.63253 0.67673 0.291 0.026 0.009 0.93
C -2.85175 -2.36633 0.92588 -0.104 -0.069 0.020 -0.38
C -1.94950 -3.36018 0.54924 -0.008 -0.030 0.009 -0.14
C -2.28364 -4.69982 0.66951 -0.011 0.017 0.003 -0.08
C -3.52444 -5.05338 1.18972 -0.004 -0.013 0.013 -0.04
C -4.41964 -4.07128 1.59506 0.008 -0.009 -0.013 -0.03
C -4.08828 -2.73075 1.46282 0.001 0.001 -0.012 -0.05
C -3.40038 0.30125 1.87174 -0.051 0.025 0.047 -0.41
C -4.63524 0.85858 1.55280 -0.018 -0.011 0.021 -0.09
C -5.31714 1.60124 2.50637 -0.007 -0.006 -0.009 -0.04
C -4.77042 1.78521 3.76970 -0.005 0.003 0.009 -0.04
C -3.54135 1.22122 4.09107 0.001 0.000 0.000 -0.06
C -2.85185 0.48422 3.14114 -0.052 -0.011 0.018 -0.11
P -2.19894 1.21000 -1.44310 0.177 0.002 0.122 0.95
C -2.81154 1.51799 -3.10400 -0.046 -0.001 -0.026 -0.39
C -1.94348 1.99065 -4.08629 0.011 0.005 -0.011 -0.09
C -2.41992 2.30341 -5.35129 -0.024 0.004 -0.011 -0.05
C -3.76627 2.13810 -5.64104 0.014 0.000 -0.014 -0.03
C -4.64103 1.67100 -4.66639 0.001 0.004 0.011 -0.03
C -4.16999 1.36642 -3.40073 -0.011 -0.013 0.017 -0.11
C -2.73921 2.62506 -0.45549 -0.077 0.040 -0.012 -0.36
C -3.73379 3.51206 -0.86477 0.018 -0.019 0.001 -0.05
C -4.07750 4.59360 -0.06529 0.008 0.008 0.013 -0.03
C -3.43759 4.80167 1.14831 -0.011 0.013 0.003 -0.03
C -2.44053 3.92921 1.56941 0.008 -0.008 -0.038 -0.06
C -2.09253 2.86366 0.75800 -0.029 0.070 0.092 -0.17
H -3.80618 -2.07298 -1.48253 -0.014 0.016 0.017 0.09
H -2.15230 -1.77808 -2.02442 -0.013 0.033 0.002 0.07
H -3.50221 -0.94532 -2.80312 -0.022 0.015 -0.013 0.07
H -0.96546 -3.09454 0.17820 -0.004 0.023 0.016 0.06
H -1.58655 -5.46696 0.35684 -0.001 0.003 0.001 0.12
H -3.79245 -6.09828 1.28053 -0.003 0.012 -0.003 0.12
H -5.38088 -4.34930 2.00618 0.011 -0.001 0.000 0.12
H -4.79222 -1.97122 1.77891 0.007 0.005 -0.006 0.11
H -5.05448 0.72093 0.56385 0.009 0.005 0.012 0.11
H -6.27995 2.03276 2.26559 0.013 -0.001 -0.002 0.12
H -5.30672 2.36547 4.50927 0.003 -0.013 -0.006 0.12
H -3.12786 1.35612 5.08219 -0.001 0.000 -0.010 0.12
H -1.89497 0.03695 3.39122 0.018 0.003 -0.007 0.07
H -0.88907 2.14627 -3.88018 -0.013 -0.010 0.018 0.09
H -1.74369 2.67630 -6.10861 -0.002 -0.005 0.005 0.12
H -4.13848 2.37522 -6.62879 0.007 0.003 0.008 0.13
H -5.69159 1.54982 -4.89486 0.011 -0.005 0.008 0.12
H -4.85566 1.00717 -2.64118 0.003 0.004 -0.015 0.12
H -4.23273 3.37087 -1.81414 -0.003 0.015 0.017 0.11
H -4.84726 5.27898 -0.39415 0.005 -0.005 0.001 0.13
H -3.71191 5.64588 1.76720 -0.001 -0.010 -0.006 0.13
H -1.95115 4.07879 2.52342 -0.008 0.002 -0.005 0.12
H -1.34593 2.16400 1.13935 -0.025 -0.037 0.005 0.04
N -0.30091 -4.91016 3.75300 -0.176 0.107 0.032 0.16
N -0.20368 -3.55228 4.01879 0.045 -0.205 -0.081 -0.27
N -0.26522 -3.05188 5.22658 -0.057 0.041 -0.005 0.16
C -0.03134 -1.76738 4.99519 -0.058 -0.085 0.004 -0.16
N 0.14671 -1.52839 3.68841 0.087 0.104 0.042 -0.02
N 0.05731 -2.69564 3.07682 0.002 0.001 -0.005 0.07
H -0.49124 -5.36800 4.64142 0.119 0.027 -0.008 0.12
H -1.09473 -5.05295 3.13188 0.037 0.027 0.004 0.08
H 0.00121 -1.02304 5.77316 0.007 -0.015 -0.026 0.12
C 7.11174 -0.47508 -1.98591 -0.007 -0.014 -0.066 -0.07
C 6.09670 -1.01380 -0.96873 0.034 0.145 0.022 -0.61
C 6.75382 -0.96922 0.42400 -0.004 -0.035 0.036 -0.03
C 5.72322 -2.44604 -1.38493 0.026 -0.129 -0.034 -0.04
C 4.92963 -0.05340 -0.96638 -0.055 -0.031 -0.026 0.04
N 3.84831 -0.36178 -0.28830 0.000 0.079 -0.090 0.01
H 8.02863 -1.06622 -1.96666 -0.012 0.004 0.014 0.09
H 7.35816 0.56346 -1.76809 0.008 -0.013 0.009 0.09
H 6.70464 -0.51630 -2.99836 0.000 0.007 0.022 0.09
H 7.65652 -1.58107 0.41537 -0.008 0.010 -0.011 0.10
H 6.11049 -1.34769 1.22229 0.037 -0.001 -0.009 0.07
H 7.04999 0.04902 0.68124 -0.011 -0.005 -0.015 0.09
H 6.62998 -2.97186 -1.68661 -0.016 0.002 0.013 0.10
H 5.06090 -2.45405 -2.25627 0.008 0.036 0.002 0.08
H 5.27018 -3.04965 -0.59641 0.008 0.050 0.006 0.07
```
Forces are in eV/Å.

3.
Molecular formula: C3H7ClO2S
Method: DFT, the ωB97M-V functional and the def2-TZVPD basis

The calculation puts the HOMO-LUMO gap at 9.6787 eV. The largest force on an atom comes out at 3.23 eV Å⁻¹. For the energy above the lowest of the compared OMol25 structures with the same formula, charge and spin, the calculation gives 0.646 eV. For the total energy, the calculation gives -30675.5338 eV. Its total charge is 0. The lowest unoccupied orbital energy comes out at -0.0107 Eh.

XYZ file:
```
14
Properties=species:S:1:pos:R:3:forces:R:3:lowdin_charge:R:1
C -0.39840 -0.14260 -1.48395 -1.079 -0.329 -2.219 -0.14
C 0.34234 -0.68716 0.92628 -3.032 0.527 -0.972 -0.30
C 0.20545 0.39249 -0.19521 1.831 -0.193 1.001 -0.51
O 0.34564 2.21141 1.85288 -0.178 -0.145 0.000 -0.53
O 0.83662 -1.91732 0.50366 -2.609 -0.931 1.368 -0.02
S -0.37633 2.10416 0.59649 -0.224 -1.972 -1.114 0.67
Cl -2.40647 1.39793 0.88637 0.732 0.271 0.038 0.16
H 0.30800 -0.94718 -1.90885 -1.072 1.094 0.817 0.09
H -0.39247 0.66481 -2.32111 -0.224 -1.230 1.489 0.10
H 0.86593 -0.34970 1.76166 1.056 0.962 1.248 0.09
H -0.71170 -0.81833 1.24630 0.557 -0.535 0.100 0.10
H -1.48084 -0.64261 -1.45689 2.373 1.300 0.357 0.12
H 1.29510 0.58729 -0.37251 -0.763 0.691 -0.360 0.12
H 1.56714 -1.85320 -0.03513 2.634 0.489 -1.753 0.05
```
Forces are in eV/Å.

Question: Number 1 is which compound?
Answer: C56H51FN6O5P2Ti

Question: Which formula does entry 2 have?
Answer: C41H59N11P2Y